The following is a quantum chemistry calculation of a molecular structure, C30H55AuBO2P2 in a non-equilibrium geometry, from the Open Molecules 2025 dataset.

The geometry in XYZ format:
```
91
Properties=species:S:1:pos:R:3:forces:R:3
C 0.4324 3.0221 -3.3301 -0.1830 -0.1955 -0.2643
H -1.2561 0.4283 -8.1197 0.0786 0.4527 0.0216
H 2.3289 2.0504 -2.9869 0.0635 0.2589 0.4593
C -1.7327 -1.3171 2.2869 -0.5770 0.2645 0.2110
C -2.3584 2.4304 1.6728 0.1481 -0.1085 0.1473
H -0.8223 -1.2478 -4.9554 0.0218 0.1955 -0.3074
C 1.0834 -3.0236 0.5269 1.1331 1.3487 0.8780
H -2.5405 -2.0391 2.1143 0.0988 0.2256 0.1382
H 0.6656 2.7551 -7.8961 -0.1286 -0.1782 0.2437
H 2.0894 1.1818 -6.8057 -0.2692 -0.1477 0.1949
H -3.2771 1.5967 -7.2637 0.2888 -0.0705 0.1425
H -1.4892 0.6499 -3.9400 0.8641 0.5924 -0.8352
O -1.0282 2.9372 -0.2642 2.0347 0.2642 0.1639
H -0.3609 2.4904 -2.7919 0.1250 0.2611 0.0632
C -0.8324 -0.4645 -5.7306 0.0691 -0.3617 0.4376
H 0.1371 4.0653 -3.5047 -0.0674 -0.0192 0.5846
C 1.6970 -4.0385 -0.3498 0.2352 -0.4942 -0.2692
C 0.8326 -1.3076 2.0427 -3.2551 -0.3660 -0.0876
C 1.7769 2.9293 -2.6232 0.2373 0.4258 0.0951
P 1.8957 2.8194 -0.7149 -0.0460 -0.7987 -1.5832
H -4.3350 0.6899 -3.6389 -0.3662 -0.0564 0.1841
H -2.7817 1.5764 1.1256 0.1618 0.2937 0.0609
C -0.4601 -1.8086 1.7232 1.9918 1.2148 0.8325
H -3.6597 3.1000 -0.5587 0.2228 0.1505 0.1629
H -2.4429 2.5688 -4.9298 0.0705 0.0282 -0.0722
H -2.3232 -2.5240 -4.0530 -0.3269 -0.3633 0.1962
H 3.0051 0.9705 0.4085 -0.2828 -0.0398 -0.1770
H -2.0386 -0.3584 1.8383 -0.0076 -0.2790 0.1452
H -2.9668 -3.1046 -2.4800 -0.0423 0.1664 -0.4462
H 3.6875 -2.0088 0.3345 -0.0296 -0.0042 0.2545
H 4.1017 3.1527 0.2144 -0.2074 0.1877 -0.1160
C 3.2570 -1.9151 1.3422 0.4894 0.0696 0.0204
H 1.3635 0.5298 -0.1540 0.1964 -0.0710 -0.0203
C 0.6000 -0.4035 -6.3401 0.1493 -0.0429 0.6241
P -2.7081 -0.6887 -2.5681 -0.4352 -0.5527 0.5938
C 1.7883 -2.0627 1.3033 -0.5256 -2.2157 -1.9383
H -1.5037 -4.6399 0.7155 0.0776 0.1932 -0.0920
H 2.9492 4.4283 0.7124 0.1830 -0.1029 -0.1746
Au 0.1384 2.3216 -5.3805 3.4598 3.5987 3.3645
C 3.2935 3.8109 -0.1272 -0.0200 0.2273 0.2747
C -2.2971 2.0573 -7.0658 0.3298 0.4359 -0.3189
H 3.6630 4.4611 -0.9285 -0.1052 -0.1531 0.1973
H -5.1336 -0.7980 -2.9803 0.2119 0.4398 0.0665
C -1.2307 0.8149 -5.0133 -4.0054 -0.1207 -0.5281
H 1.3012 -0.7593 -5.5645 -0.1788 0.1560 -0.2791
C 1.0164 1.0012 -6.7076 1.0854 -0.3186 -3.0507
C -1.3864 -3.6783 0.1921 -0.3749 -0.0384 -0.2588
H -2.1687 6.4671 0.7687 0.2092 -0.1589 -0.0936
C 0.1664 1.9122 -7.4048 1.2421 -1.5478 -1.4344
H 2.3677 3.8271 -2.8636 -0.0020 -0.3407 -0.0013
C -3.0767 -2.3410 -3.2714 0.4251 -0.3881 -0.1227
C -0.3035 -2.8614 0.7773 0.6015 0.0153 0.1707
C -1.0910 4.6691 1.3487 -0.9772 0.7693 0.3571
H -1.1824 -3.9029 -0.8628 -0.0129 -0.0401 0.2085
H -0.6272 5.6858 3.1842 -0.1588 -0.1727 -0.1552
C -1.9423 3.5228 0.6841 -0.9279 -0.0431 0.6854
H -2.9408 4.6978 -0.8560 -0.0738 -0.1798 0.1638
H -3.1319 2.8026 2.3587 0.2584 -0.0681 -0.1517
H -2.3462 -3.1523 0.2449 0.1280 -0.1421 -0.0069
H -1.6455 -1.1569 3.3716 -0.1212 -0.0264 -0.2228
H -1.5987 -0.7883 -6.4505 0.2870 0.3175 0.0718
C -1.8729 1.9561 -5.6297 -2.5984 -2.8164 1.3424
C 1.1094 -0.1897 2.9666 0.1521 0.2865 0.3622
H -1.0395 5.8889 -0.4854 -0.0234 -0.0122 0.2440
H -4.6503 0.5419 -1.8742 -0.1597 0.0083 -0.4601
O 0.2579 4.1860 1.2425 0.5877 -0.9640 -1.5505
H 0.4837 -0.2649 3.8662 0.1341 0.1114 -0.1615
H -3.9079 4.4049 0.6129 0.1550 -0.0413 -0.1580
H 0.8978 0.7878 2.5021 0.0362 -0.1118 0.1301
H 2.1588 -0.1891 3.2812 -0.1815 0.0904 0.0358
H 3.5509 -0.9428 1.7557 0.0495 -0.2031 -0.0540
H -1.3056 1.9853 -8.9763 0.1871 -0.2964 0.2799
H 1.0102 -4.3241 -1.1541 0.2038 -0.0245 0.0267
C -1.3489 4.9449 2.8174 -0.2594 -0.2145 0.3408
H 2.7097 0.5990 -1.3212 -0.0806 0.2576 0.2405
C -1.1791 1.5186 -7.9862 -0.5155 0.1993 -0.1068
C -3.1790 3.9627 -0.0786 -0.1436 0.4027 -0.1340
C -1.1893 6.0029 0.5978 0.1318 0.0299 -0.1883
C -4.3908 -0.0098 -2.7922 -0.0609 0.5270 0.3633
H 2.6235 -3.6619 -0.7985 -0.1289 -0.1501 -0.0227
H 1.9500 -4.9534 0.2067 -0.0053 0.1063 -0.1976
H -1.5052 2.0688 2.2664 -0.2258 0.0826 -0.1532
B 0.2268 3.3265 0.1622 -0.7624 0.2341 0.3808
H -0.4246 6.6929 0.9787 -0.1613 -0.2257 -0.0685
H -2.3551 5.3577 2.9590 0.1700 -0.1133 -0.0068
C 2.2872 1.0578 -0.4177 -0.1919 0.0213 0.3486
H 3.7221 -2.6951 1.9667 -0.0666 0.2150 -0.1504
H -1.2508 4.0410 3.4295 -0.0103 0.2145 -0.1359
H -2.4287 3.1323 -7.2702 -0.0150 -0.2731 -0.0996
H 0.7162 -1.1237 -7.1653 -0.1619 0.4219 0.0350
H -4.0880 -2.3881 -3.7012 0.4743 -0.1093 0.1096
```
Positions in Å, forces in eV/Å.

Calculated values
LUMO level (alpha / beta)   -2.406 / -3.147 eV
Spin multiplicity   3
Orbital gap (alpha / beta)   0.2482 / 0.2171 Eh
Energy above the lowest of the compared OMol25 structures with the same formula, charge and spin   104.1 kcal per mole
Charge   +1
<S²>   2.019